Record 1
Density functional theory data (the ωB97M-V functional and the def2-TZVPD basis) for 2 unconnected molecules or ions with the total composition C4H8NS.

Each line ends with the Mulliken charge.
Cartesian coordinates (Å):
1 C -1.17818 -0.80571 2.06977  -0.189
2 C -0.22158 -1.30080 0.92726  0.330
3 C 1.14625 -0.82818 0.72276  -1.025
4 C -1.72178 2.38419 -1.68918  -0.664
5 N -1.40591 -0.33421 0.91693  -0.297
6 S -0.12425 1.76342 -1.34648  0.302
7 H -1.44286 -0.76552 3.05484  0.386
8 H -0.47944 -2.31581 0.51781  0.347
9 H 1.23183 -0.44664 -0.42243  0.097
10 H 2.09385 -1.45816 0.97500  0.343
11 H 1.36479 0.00166 1.31406  0.377
12 H -1.55231 3.38045 -2.19360  0.369
13 H -1.95743 2.39162 -0.61737  0.284
14 H -2.30800 1.74963 -2.39045  0.338

Atoms 1-6, force components in eV/Å:
1.5 0.3 -5.5
-1.8 -1.9 0.8
2.0 -0.1 -2.1
1.1 0.3 -1.3
1.2 -0.7 1.5
0.6 -0.5 -0.2

Max |F|: 0.1103 Eh/bohr
Total charge: +1
LUMO (alpha / beta): -7.60 / -8.78 eV
ΔE to the lowest compared entry with this formula, charge and spin: 5.888 eV
Kohn-Sham gap (alpha / beta): 0.2461 / 0.1644 Ha
Spin multiplicity: 1

Record 2
Density functional theory data (the ωB97M-V functional and the def2-TZVPD basis) for 2 unconnected molecules or ions with the total composition C21H27N5O8.

Each line ends with the Mulliken charge.
Cartesian coordinates (Å):
1 O 2.05051 2.60035 -1.19114  -0.588
2 O 4.61264 -1.99594 -2.31085  -0.704
3 O 2.11149 -2.47777 1.28208  -0.805
4 O -2.82335 -1.51640 6.62128  -0.658
5 O 0.21309 0.15298 2.29048  -0.840
6 O -3.02665 -0.72483 1.84625  -0.706
7 O 0.10337 1.47987 -0.92409  -0.333
8 O 1.62058 2.35378 -5.18970  -0.375
9 C 1.44725 1.54542 -1.07171  0.111
10 C 3.75791 -1.50231 -1.59437  0.637
11 C 2.42247 -1.79967 0.32073  0.388
12 C -2.90373 -2.15139 5.57928  0.715
13 C -0.05386 -0.46783 3.30658  0.434
14 C -2.89066 0.16535 2.68134  0.053
15 C 2.19301 0.27150 -0.94660  0.796
16 C 3.15680 -0.18299 -1.85198  0.346
17 C -1.35416 0.29967 -4.28330  -0.787
18 C -0.72191 -0.87704 -3.88669  -0.816
19 C -0.59236 1.38489 -4.72418  -0.508
20 C 0.66988 -0.96739 -3.92925  -0.185
21 C 0.81637 1.31437 -4.77126  0.745
22 C 1.44757 0.11906 -4.36155  0.654
23 N 0.45558 -1.65997 3.50591  -0.212
24 N 3.34354 -2.27387 -0.55243  -0.025
25 N 1.84967 -0.57592 0.12058  0.183
26 N -3.12065 1.43488 2.33246  -0.116
27 N -2.71888 -1.60767 4.38037  -0.169
28 C 1.00405 3.54874 -5.68913  -0.949
29 C -3.20868 -3.62985 5.60795  -1.176
30 C -2.99783 2.63154 3.16542  -0.893
31 C 3.58216 0.58527 -3.09757  -1.352
32 C 2.95813 -0.01669 -4.36620  -1.505
33 C -0.96399 0.11206 4.37337  -1.307
34 C -2.45648 -0.18984 4.12232  -0.088
35 H -0.20253 2.39359 -1.00213  0.337
36 H -2.43761 0.37091 -4.24611  0.400
37 H -1.31130 -1.72175 -3.54209  0.383
38 H -1.12354 2.28015 -5.02413  0.388
39 H 1.15074 -1.88968 -3.61659  0.407
40 H 0.24591 -2.16866 4.34246  0.191
41 H 1.05335 -2.03980 2.77577  0.316
42 H 3.84434 -3.12191 -0.33628  0.282
43 H 1.13625 -0.28208 0.79709  -0.022
44 H -3.37956 1.55848 1.36562  0.319
45 H -2.82632 -2.19300 3.56326  0.267
46 H 0.37195 3.32911 -6.55547  0.374
47 H 0.39933 4.02794 -4.91273  0.343
48 H 1.77670 4.25710 -6.00175  0.253
49 H -2.36484 -4.17895 5.19595  0.311
50 H -4.10077 -3.82665 5.01643  0.332
51 H -3.37818 -3.93697 6.63905  0.324
52 H -1.94406 2.86901 3.32073  0.269
53 H -3.47092 3.47704 2.66345  0.358
54 H -3.48589 2.48714 4.13080  0.310
55 H 4.67353 0.54849 -3.18137  0.413
56 H 3.31425 1.64187 -3.04425  0.572
57 H 3.37176 0.48873 -5.24439  0.506
58 H 3.23870 -1.07131 -4.45276  0.641
59 H -0.66924 -0.26811 5.35126  0.572
60 H -0.80944 1.18847 4.38553  0.478
61 H -3.05551 0.39852 4.81830  0.710

Atoms 1-6, force components in eV/Å:
-1.0 -1.1 -0.2
0.3 0.5 -0.5
-0.3 -0.5 0.9
0.1 0.4 -0.1
-0.2 1.0 -0.8
0.1 0.0 0.6

SMILES: COc1ccccc1CCc1c(C(=O)O)[nH]c(=O)[nH]c1=O.CNC(=O)[C@H](CC(N)=O)NC(C)=O
Max |F|: 0.0657 Eh/bohr
LUMO: -0.01 eV
Kohn-Sham gap: 0.3113 Ha
Spin multiplicity: 1

Record 3
Density functional theory data (the ωB97M-V functional and the def2-TZVPD basis) for C29H41Br2N3O3 in the gas phase.

Each line ends with the Mulliken charge.
Cartesian coordinates (Å):
1 O -1.57708 2.15446 -2.39765  -0.710
2 C -2.34385 2.18574 -1.45239  0.857
3 N -3.52296 1.51035 -1.48219  0.297
4 C -4.39208 1.27501 -0.35275  -1.645
5 H -4.36096 2.11013 0.34348  0.586
6 C -3.99722 -0.03457 0.35109  0.013
7 H -4.86556 -0.46631 0.84765  0.600
8 H -3.24322 0.17524 1.10977  -0.043
9 C -3.40390 -1.03125 -0.66352  2.554
10 C -4.12456 -0.80619 -2.00669  -1.480
11 C -3.77660 0.58035 -2.56593  -1.010
12 H -2.87296 0.55336 -3.17959  0.342
13 H -4.60079 0.95714 -3.18452  0.386
14 H -5.19934 -0.88233 -1.82734  0.563
15 H -3.87535 -1.57475 -2.74074  0.470
16 C -3.63365 -2.49618 -0.22947  -2.025
17 H -3.30046 -3.16633 -1.02725  0.175
18 H -4.71160 -2.63403 -0.11218  0.644
19 C -2.96480 -2.99479 1.06606  -0.015
20 H -3.39145 -3.97868 1.29336  0.551
21 C -1.43242 -3.02985 1.03199  -0.246
22 C -1.12445 -1.88574 1.97453  0.194
23 N -2.16236 -1.47763 2.59225  -0.632
24 O -3.27729 -2.15068 2.18779  -0.356
25 C 0.18313 -1.28465 2.13456  0.709
26 C 0.31531 -0.12584 2.90063  -0.571
27 C 1.54889 0.48140 2.99301  -0.337
28 C 2.66516 -0.02591 2.34885  -0.175
29 C 2.52988 -1.17847 1.59546  -0.860
30 C 1.30284 -1.80590 1.48682  -0.056
31 H 1.21745 -2.70109 0.89104  0.386
32 H 3.38978 -1.57534 1.07867  0.435
33 H 3.61902 0.47206 2.42584  0.451
34 Br 1.72491 2.07623 4.02506  -0.128
35 H -0.55455 0.27852 3.39207  0.559
36 H -1.03316 -3.96217 1.43984  0.595
37 H -1.02708 -2.87867 0.03579  -0.413
38 C -1.89651 -0.73667 -0.81023  -1.846
39 O -1.27991 -0.06651 -0.00540  -0.059
40 N -1.29939 -1.32630 -1.86305  0.689
41 H -1.85112 -1.79522 -2.56126  0.460
42 C 0.10548 -1.14982 -2.15921  -0.646
43 H 0.56448 -0.73875 -1.25785  -0.620
44 C 0.77792 -2.47207 -2.53730  1.177
45 C 2.29761 -2.30756 -2.51912  -0.569
46 C 2.99208 -3.61815 -2.87469  -0.827
47 C 2.54147 -4.10530 -4.24801  -0.737
48 C 1.02605 -4.27345 -4.27778  -0.814
49 C 0.33353 -2.96161 -3.91750  -0.750
50 H 0.58630 -2.20307 -4.66143  0.344
51 H -0.74988 -3.10921 -3.94431  0.242
52 H 0.70550 -4.59957 -5.26961  0.387
53 H 0.73375 -5.04631 -3.56218  0.315
54 H 3.02510 -5.05451 -4.48725  0.375
55 H 2.83935 -3.37652 -5.00452  0.326
56 H 4.07329 -3.47300 -2.86641  0.372
57 H 2.75042 -4.37570 -2.12495  0.352
58 H 2.58182 -1.53697 -3.23672  0.408
59 H 2.62023 -1.96305 -1.53590  -0.236
60 H 0.50033 -3.22965 -1.79360  0.082
61 H 0.22834 -0.42104 -2.96734  0.606
62 H -5.41329 1.20880 -0.74313  0.308
63 C -2.10516 3.04575 -0.22250  -0.774
64 C -0.72961 3.71052 -0.25714  -1.150
65 C 0.32735 2.83558 0.41516  1.282
66 C 1.74052 3.37632 0.20090  -1.060
67 C 2.30230 3.01083 -1.16018  -0.648
68 H 3.17727 3.60757 -1.41664  0.471
69 H 1.55156 3.09139 -1.94438  0.350
70 Br 2.90803 1.16260 -1.19726  -0.164
71 H 2.40842 3.00559 0.98220  0.274
72 H 1.72373 4.46770 0.28025  0.447
73 H 0.24841 1.81453 0.03565  -0.945
74 H 0.11620 2.80116 1.48572  0.289
75 H -0.77129 4.67606 0.25268  0.491
76 H -0.46479 3.89063 -1.30105  0.338
77 H -2.89274 3.80320 -0.19218  0.580
78 H -2.18050 2.42205 0.66786  0.213

Atoms 1-6, force components in eV/Å:
0.4 0.0 -0.2
-0.2 0.3 0.2
-0.2 -0.2 -0.2
0.0 -0.1 0.3
-0.1 0.0 -0.1
0.1 0.2 0.0

SMILES: O=C(CCCCCBr)N1CCC(C[C@H]2CC(c3cccc(Br)c3)=NO2)(C(=O)NCC2CCCCC2)CC1
Max |F|: 0.0214 Eh/bohr
LUMO: 0.44 eV
ΔE to the lowest compared entry with this formula, charge and spin: 0.000 eV
Kohn-Sham gap: 0.3262 Ha
Spin multiplicity: 1

Record 4
Density functional theory data (the ωB97M-V functional and the def2-TZVPD basis) for C5H11NO in the gas phase.

Each line ends with the Mulliken charge.
Cartesian coordinates (Å):
1 C 0.46269 1.77679 -1.30822  -0.511
2 O 0.77940 1.13967 -2.55555  -0.521
3 C -0.78042 1.15761 -0.67443  -0.580
4 C -0.77228 -0.37632 -0.59039  -0.752
5 C 0.06386 -0.88236 0.55017  -0.348
6 C -0.36218 -1.56463 1.59994  -0.015
7 N 0.49307 -2.17475 2.55730  -0.585
8 H 1.30385 1.64534 -0.63117  0.356
9 H 0.23517 2.81880 -1.51776  0.285
10 H 1.73137 0.97254 -2.56830  0.305
11 H -1.66564 1.51289 -1.19455  0.376
12 H -0.79339 1.57096 0.33619  0.316
13 H -1.78740 -0.76057 -0.55683  0.343
14 H -0.33910 -0.76586 -1.50994  0.337
15 H 1.12536 -0.70200 0.45886  0.161
16 H -1.43041 -1.70654 1.77115  0.328
17 H 1.43771 -1.83854 2.34705  0.262
18 H 0.29832 -1.82304 3.48646  0.244

Atoms 1-6, force components in eV/Å:
-0.3 -0.8 -0.5
0.3 0.0 0.1
0.3 0.0 0.1
0.3 0.2 0.1
-0.2 0.0 -0.4
-0.3 0.0 0.4

SMILES: N/C=C/CCCO
Max |F|: 0.0190 Eh/bohr
LUMO: 0.91 eV
ΔE to the lowest compared entry with this formula, charge and spin: 1.628 eV
Kohn-Sham gap: 0.3429 Ha
Spin multiplicity: 1

Record 5
Density functional theory data (the ωB97M-V functional and the def2-TZVPD basis) for C17H19NO2 in the gas phase.

Each line ends with the Mulliken charge.
Cartesian coordinates (Å):
1 C 0.72056 -4.04678 5.05107  -1.412
2 C 0.87146 -3.07742 3.91853  0.632
3 C 0.99801 -1.71472 4.15227  -0.898
4 C 1.10645 -0.83474 3.09406  -0.589
5 C 1.09072 -1.29522 1.78296  0.364
6 C 1.00306 -2.66470 1.52304  1.135
7 C 0.88304 -3.52583 2.60546  -0.746
8 H 0.80748 -4.58730 2.41506  0.354
9 C 1.06412 -3.20692 0.13162  -1.622
10 H 1.85846 -2.72135 -0.43417  0.320
11 H 0.12614 -3.00897 -0.38629  0.291
12 H 1.24038 -4.27930 0.14556  0.456
13 N 1.21417 -0.34450 0.74006  -0.174
14 C 0.35259 -0.19109 -0.29868  0.544
15 O -0.60640 -0.90321 -0.49796  -0.623
16 C 0.70070 0.98933 -1.19736  -0.433
17 H 1.77158 1.19526 -1.18010  0.316
18 H 0.17868 1.86993 -0.81035  0.364
19 C 0.22967 0.72876 -2.63341  -0.822
20 O 0.18006 1.90206 -3.41084  -0.427
21 C -0.84761 2.78225 -3.22837  0.709
22 C -1.93004 2.59527 -2.37504  -0.316
23 C -2.91532 3.56628 -2.29331  -0.728
24 C -2.83784 4.72325 -3.04518  -0.523
25 C -1.75937 4.90991 -3.89611  -0.351
26 C -0.77259 3.95105 -3.98793  -0.516
27 H 0.07236 4.07798 -4.64656  0.408
28 H -1.68766 5.80829 -4.49128  0.363
29 H -3.61034 5.47356 -2.97164  0.376
30 H -3.75224 3.40816 -1.62875  0.364
31 H -2.02758 1.70269 -1.77691  0.408
32 H -0.74054 0.21942 -2.61088  0.395
33 H 0.94431 0.08027 -3.14731  0.369
34 H 1.84648 0.41986 0.93185  0.280
35 H 1.19931 0.22637 3.28058  0.385
36 H 1.00784 -1.33845 5.16468  0.344
37 H 1.04709 -3.60416 5.98880  0.366
38 H -0.32555 -4.33530 5.15641  0.286
39 H 1.29837 -4.94999 4.86641  0.351

Atoms 1-6, force components in eV/Å:
-0.1 0.0 0.0
0.0 0.1 0.0
0.0 -0.1 0.0
0.0 0.0 -0.2
-0.2 -0.2 0.3
0.0 0.1 0.0

SMILES: Cc1ccc(NC(=O)CCOc2ccccc2)c(C)c1
Max |F|: 0.0115 Eh/bohr
LUMO: 0.70 eV
ΔE to the lowest compared entry with this formula, charge and spin: 1.161 eV
Kohn-Sham gap: 0.3370 Ha
Spin multiplicity: 1

Q: Look up the max |F| of the first one.
A: 0.1103 Eh/bohr